C30H41As2N5O5SZr as an isolated structure. Source: the Open Molecules 2025 dataset; level of theory: wB97M-V/def2-TZVPD.

Highest occupied orbital energy (eV): -13.050
Charge: +2
HOMO-LUMO gap (eV): 7.6
DFT total energy (eV): -183247.131

Structure (XYZ):
```
85
Properties=species:S:1:pos:R:3:forces:R:3:lowdin_charge:R:1
Zr 0.117544 0.195971 -0.245990 -2.4 -0.9 1.0 1.456
As 1.228734 -0.440570 2.202018 0.7 -1.1 1.7 1.138
As -1.881521 -0.982982 1.387971 -0.7 -0.8 1.4 1.124
S -2.495919 0.865974 -3.604616 -0.1 0.0 -0.3 0.712
O 1.701509 1.365214 -0.059064 1.2 0.5 0.1 -0.252
O 0.548491 0.045612 -2.157823 0.7 0.1 -0.8 -0.301
O 0.408240 -1.936029 -0.270435 -0.1 -0.2 -0.4 -0.265
O 1.653301 2.797523 -1.811400 0.1 0.1 0.2 0.125
O -0.226772 2.198591 -8.160188 0.0 0.1 0.0 -0.083
N 0.389563 1.240929 -5.854325 0.0 0.1 0.2 0.173
N 0.008983 2.843071 -0.253494 0.6 -0.1 0.2 -0.016
N -1.810018 0.810096 -0.920086 -0.2 0.0 -0.5 -0.164
N 0.412577 -4.132062 -0.665711 0.1 0.1 0.0 -0.086
N -0.360813 2.398110 1.044046 -0.1 0.0 -0.5 0.006
C 1.227247 2.359305 -0.773474 0.4 1.7 -0.6 -0.720
C 1.888658 0.443649 -4.071537 0.1 -0.3 0.3 -0.135
C -1.024228 -2.728741 -2.053623 0.1 0.1 0.0 0.050
C 1.081882 -0.916372 -6.893239 -0.1 0.2 0.2 -0.012
C -3.380059 -2.054854 0.694187 0.3 0.3 -0.3 -0.256
C 3.117579 0.309973 -4.733837 -0.2 0.1 0.0 -0.009
C 4.198396 -0.243731 -4.090466 0.1 0.0 0.0 -0.048
C -2.866118 -0.017613 2.790294 0.1 0.2 -0.4 -0.252
C -0.687678 2.800106 -9.371785 0.0 0.1 -0.1 -0.031
C 1.753347 -0.008071 -2.741794 0.3 -0.4 -0.6 -0.305
C 0.629600 0.397479 -6.970801 0.1 -0.3 -0.4 -0.135
C 0.979193 -2.903600 3.808190 0.2 0.2 0.0 -0.104
C -0.044282 -5.329492 -1.377196 -0.1 -0.1 -0.1 -0.001
C 2.858414 -0.597253 -2.115752 -0.3 0.1 -0.1 -0.006
C 0.800162 1.202671 -4.627571 0.0 0.2 -0.1 0.027
C 1.434656 0.587819 3.864928 -0.2 0.3 -0.5 -0.240
C 4.064006 -0.698471 -2.780010 0.0 0.0 0.0 -0.030
C -0.991276 -2.272791 2.571961 0.1 0.1 -0.2 -0.418
C 0.860740 -1.126402 -9.270710 0.0 0.0 0.1 -0.042
C 0.381612 0.169032 -9.357303 -0.1 0.1 -0.1 0.008
C -0.995406 -4.263909 3.937443 0.0 0.0 0.0 -0.055
C 3.084305 -1.045538 2.033878 -0.1 0.2 -0.3 -0.246
C 1.200195 -1.675683 -8.040159 0.0 0.0 -0.1 -0.062
C 1.347131 -4.307357 0.448875 0.1 0.0 0.1 0.022
C -1.645943 -3.392475 3.076263 -0.1 0.1 -0.1 -0.096
C -0.010770 -2.924358 -0.969802 0.0 -0.2 0.2 -0.416
C 0.250191 0.938401 -8.208476 0.1 -0.1 0.1 -0.218
C 0.320928 -4.018134 4.305170 -0.1 0.0 0.0 -0.058
C 0.336416 -2.029172 2.938887 -0.1 0.2 -0.3 -0.418
C -2.078063 0.855910 -2.083353 -0.4 -0.1 0.4 -0.944
H -4.132104 -2.209717 1.463714 0.1 0.0 0.1 0.041
H -3.346029 -0.736207 3.450085 0.0 -0.1 0.0 0.040
H 0.829657 -4.692060 4.981317 0.0 0.0 0.0 0.118
H 0.962893 -1.711452 -10.174398 0.0 0.0 0.0 0.120
H -1.987452 -2.492698 -1.591767 0.1 0.0 0.0 0.086
H 3.660360 -0.224476 1.606321 0.0 0.0 0.0 0.040
H 1.326308 -1.343492 -5.933433 0.0 0.0 0.1 0.114
H -0.264425 1.983457 -6.093569 -0.1 0.0 0.1 0.168
H 0.132914 2.932136 1.752311 0.1 -0.1 0.2 0.119
H -1.129603 -5.409312 -1.363890 0.0 0.0 0.0 0.103
H 0.465231 0.927274 4.225328 0.0 0.0 0.0 0.026
H -1.148738 -3.593018 -2.696010 0.0 0.0 0.0 0.088
H -2.181630 0.598559 3.372291 0.0 0.0 0.0 0.019
H 3.220849 0.692485 -5.741544 0.0 0.0 0.0 0.132
H 0.125603 2.893305 -10.091938 0.0 0.0 0.0 0.105
H -0.216553 3.787220 -0.531260 -0.2 0.0 -0.1 0.167
H -0.744920 -1.869751 -2.655785 0.1 0.1 -0.1 0.076
H 4.919286 -1.133150 -2.278991 0.0 0.0 0.0 0.120
H -2.676680 -3.583191 2.802515 0.0 -0.1 0.0 0.100
H -3.833208 -1.505033 -0.130752 0.0 0.0 0.0 0.033
H 5.151171 -0.317295 -4.595502 0.0 0.0 0.0 0.118
H -1.354585 2.561957 1.161049 -0.1 -0.1 -0.1 0.104
H 0.810479 -4.321315 1.399167 0.0 0.0 0.0 0.090
H 3.149750 -1.900950 1.363419 0.0 0.0 0.0 0.013
H -3.624305 0.618128 2.333419 0.0 0.0 0.0 0.038
H -1.506464 2.224860 -9.805548 0.0 0.0 0.0 0.105
H 0.305810 -5.326274 -2.409079 0.0 0.0 0.0 0.108
H 0.107882 0.572976 -10.321005 0.0 0.0 0.0 0.117
H 3.508198 -1.310661 2.998990 -0.1 0.0 0.1 0.038
H 0.364830 -6.204328 -0.884007 0.0 0.0 0.1 0.098
H 1.884941 -5.242286 0.326455 0.0 0.0 -0.1 0.105
H 2.069992 1.451783 3.671172 0.0 0.0 0.0 0.038
H 1.899600 -0.039889 4.620527 0.0 -0.1 -0.1 0.040
H 2.005710 -2.717385 4.102921 0.0 0.0 0.0 0.104
H -3.030338 -3.020826 0.332232 0.0 0.0 0.0 0.025
H -1.041011 3.788543 -9.098115 0.0 0.0 0.0 0.101
H 1.550297 -2.696544 -7.980402 0.0 0.0 0.0 0.113
H 2.061068 -3.489598 0.467801 0.0 0.0 0.0 0.074
H 2.749127 -0.963353 -1.103113 0.1 -0.1 0.0 0.093
H 0.299402 1.878298 -3.942263 -0.1 0.0 -0.1 0.127
H -1.517293 -5.127952 4.326770 0.0 0.0 0.0 0.117
```
Positions in Å, forces in eV/Å.



A 2-piece molecular cluster, C5H14 overall. Source: the Open Molecules 2025 dataset; level of theory: wB97M-V/def2-TZVPD.

ΔE to the lowest compared entry with this formula, charge and spin (kcal per mole): 12.0
Highest occupied orbital energy (eV): -11.442
Charge: 0
HOMO-LUMO gap (eV): 12.6
SMILES: CCC.CC
DFT total energy (eV): -5411.530

Structure (XYZ):
```
19
Properties=species:S:1:pos:R:3:forces:R:3:lowdin_charge:R:1
C 2.225289 0.542715 -0.810027 -1.0 0.6 0.4 -0.121
C 1.262547 1.686777 -1.228878 0.0 -1.5 -0.3 -0.301
C -0.989137 -2.069597 1.034691 0.5 1.7 0.0 -0.152
C -0.191169 1.303107 -0.920760 0.3 0.1 0.4 -0.127
C -1.924030 -0.982351 1.622512 -1.4 -1.4 -0.3 -0.159
H -0.563837 -2.640584 1.853391 -0.3 -0.6 -0.2 0.058
H 1.351586 1.734949 -2.306412 0.1 0.4 -0.4 0.088
H 3.215603 0.708460 -1.213592 0.2 -0.2 0.0 0.060
H -0.918444 1.806198 -1.557072 0.0 0.2 0.2 0.068
H 1.559526 2.634003 -0.800845 0.0 0.3 0.1 0.092
H -0.333772 0.229798 -1.060673 0.0 0.0 -0.1 0.055
H 1.778125 -0.389837 -1.153489 0.4 -0.1 -0.3 0.060
H -2.972511 -1.090799 1.299069 0.3 -0.3 -0.4 0.060
H -1.475032 -2.626286 0.253518 0.0 -0.6 0.0 0.056
H -1.726158 0.037232 1.313886 0.6 0.1 0.7 0.036
H -0.115890 -1.574835 0.591809 -0.1 -0.1 -0.1 0.039
H -2.048031 -1.253606 2.671922 0.4 1.2 0.3 0.058
H 2.269625 0.449618 0.277817 0.2 0.1 0.0 0.068
H -0.404292 1.495039 0.133133 -0.2 0.1 -0.1 0.061
```
Positions in Å, forces in eV/Å.



A 2-piece molecular cluster, C22H44NO8S overall. Source: the Open Molecules 2025 dataset; level of theory: wB97M-V/def2-TZVPD.

ΔE to the lowest compared entry with this formula, charge and spin (kcal per mole): 0.0
Highest occupied orbital energy (alpha / beta) (eV): -7.736 / -8.989
Expectation value of S²: 0.75
Spin multiplicity: 2
Charge: 0
HOMO-LUMO gap (alpha / beta) (eV): 8.3 / 9.5
DFT total energy (eV): -52230.036

Structure (XYZ):
```
76
Properties=species:S:1:pos:R:3:forces:R:3:lowdin_charge:R:1
S 5.169538 2.942678 -2.097346 -0.1 0.2 0.0 0.562
O -2.329372 -3.406708 1.453404 0.2 0.2 -0.1 0.013
O -1.538479 -5.121731 2.580399 -0.1 0.0 0.0 0.132
O -2.788369 3.198742 1.338908 0.1 0.1 -0.1 -0.153
O 4.575999 4.365390 -1.718357 0.1 0.0 0.1 -0.265
O 4.460061 1.930590 -1.378290 0.0 -0.1 0.0 -0.279
O 1.535664 -3.520504 -0.037454 0.2 0.0 -0.1 -0.012
O -1.249803 1.165973 -1.124210 0.0 -0.1 0.1 -0.123
O 5.269122 2.849762 -3.522165 0.0 -0.1 -0.1 -0.273
N 1.336139 -2.601317 -0.906083 -0.5 -0.1 0.2 -0.111
C -1.523801 -0.118062 -1.648027 -0.2 -0.1 0.0 -0.157
C 2.124873 4.108906 -1.816301 0.1 -0.1 0.0 -0.068
C 3.358751 4.772295 -2.392133 -0.3 0.1 -0.1 -0.244
C -2.322060 1.916293 -0.591723 0.0 0.1 0.0 -0.166
C -0.143079 -1.091168 0.273943 0.2 0.2 0.1 -0.062
C -2.857589 4.707890 3.197281 -0.1 -0.1 0.2 -0.075
C -2.076453 -2.801602 4.751905 0.0 -0.1 0.1 -0.074
C 0.358509 -2.971758 -1.979714 0.1 0.0 -0.2 -0.446
C -1.082620 -2.587345 -1.553020 0.0 0.1 -0.1 -0.047
C 1.272028 -1.236437 -0.309747 0.1 0.1 0.1 -0.451
C 2.290462 -1.179124 0.837303 0.0 0.1 -0.1 -0.026
C 1.671942 -0.131066 -1.286928 0.4 -0.2 -0.1 -0.019
C 6.763910 3.157535 -1.390164 0.0 0.0 0.0 -0.120
C 0.432852 -4.493060 -2.140445 -0.1 -0.1 0.1 -0.041
C -3.105168 3.295602 2.713808 0.0 -0.1 0.1 -0.292
C 0.768632 -2.362495 -3.334664 -0.1 -0.2 0.1 -0.026
C -2.632186 -2.006533 1.497984 -0.2 0.0 0.0 -0.181
C -2.663054 -1.508771 0.068592 0.0 -0.1 0.0 -0.093
C -2.389816 1.903651 0.932883 -0.2 0.1 0.2 -0.193
C -1.310289 -1.319439 -0.685311 -0.1 0.1 -0.2 -0.342
C -2.941410 -3.654452 3.817800 -0.2 0.3 0.2 -0.156
C -2.197011 -4.119400 2.593763 0.1 -0.4 0.1 -0.494
H -1.404947 1.667563 1.353397 0.0 0.0 -0.1 0.126
H 0.292721 -2.939651 -4.130849 0.0 0.0 0.1 0.084
H 2.083816 4.249161 -0.736261 0.0 0.0 0.0 0.087
H -3.604375 -1.831999 1.968769 0.0 -0.1 -0.1 0.124
H 7.288631 2.213086 -1.514515 0.0 0.0 0.0 0.078
H 7.276899 3.955073 -1.919436 0.0 0.0 0.0 0.075
H 3.327623 5.850440 -2.251179 0.1 0.0 0.1 0.121
H 3.216884 -1.662701 0.528920 0.0 0.0 0.1 0.093
H -3.248193 -0.586543 0.054989 0.1 0.1 0.1 0.099
H -3.453885 5.433038 2.644636 0.1 0.0 -0.1 0.076
H -2.492334 2.596843 3.300309 0.0 0.0 -0.1 0.117
H -3.136888 4.775365 4.252453 0.0 0.0 -0.1 0.076
H -0.185855 -1.821707 1.085436 0.0 -0.1 -0.1 0.117
H 2.113179 3.038860 -2.018383 0.0 0.0 0.0 0.062
H -1.876419 -1.491930 2.092183 -0.1 0.1 0.0 0.111
H -3.837566 -3.098697 3.535781 0.0 -0.1 0.0 0.103
H 6.647730 3.391574 -0.335718 0.0 0.0 0.0 0.076
H -2.171267 2.958649 -0.883892 0.1 -0.1 0.0 0.130
H 1.059641 -0.051254 -2.170153 -0.2 0.1 -0.1 0.049
H -1.515442 -3.443138 -1.033801 0.1 0.0 0.1 0.115
H 1.848431 -2.442472 -3.461675 0.0 0.1 0.0 0.096
H -1.669801 -2.454269 -2.471227 -0.1 -0.1 0.0 0.135
H -0.100749 -4.784217 -3.047256 0.0 0.0 0.0 0.087
H -4.154823 3.011218 2.871301 0.0 0.0 0.0 0.120
H -3.266454 -4.552330 4.342745 0.1 0.0 0.0 0.123
H -3.254613 -2.236583 -0.497520 -0.1 0.1 0.0 0.134
H -1.230342 -3.380793 5.123378 0.0 0.0 -0.1 0.085
H 1.661126 0.825704 -0.764841 -0.1 0.0 0.0 0.085
H 2.700559 -0.300427 -1.618188 -0.1 0.0 0.0 0.095
H 2.520342 -0.133378 1.051649 -0.1 0.0 0.1 0.087
H 3.465779 4.573841 -3.458963 0.0 0.0 0.0 0.113
H 1.234137 4.552663 -2.261631 0.0 0.0 0.0 0.083
H -0.012359 -5.006121 -1.289268 0.1 0.0 0.0 0.084
H -3.112059 1.167576 1.311994 0.1 0.0 0.0 0.115
H -0.200522 -0.095886 0.721796 -0.1 0.0 0.0 0.122
H -1.689372 -1.910606 4.256491 0.0 0.0 0.0 0.065
H -0.901150 -0.226098 -2.530607 0.1 0.0 0.0 0.100
H 1.470332 -4.818830 -2.215984 0.0 0.0 -0.1 0.092
H -3.275149 1.593417 -1.025236 0.0 0.0 0.0 0.127
H -2.564044 -0.154655 -2.002177 0.0 0.0 0.0 0.132
H -1.799224 4.956716 3.117656 0.0 0.1 -0.1 0.077
H 1.918436 -1.656087 1.741383 0.1 -0.1 0.0 0.081
H -2.667349 -2.480285 5.611344 0.0 0.0 0.0 0.076
H 0.460990 -1.334467 -3.473740 0.1 0.1 0.0 0.050
```
Positions in Å, forces in eV/Å.



A 2-piece molecular cluster, C27H29N2O2 overall. Source: the Open Molecules 2025 dataset; level of theory: wB97M-V/def2-TZVPD.

ΔE to the lowest compared entry with this formula, charge and spin (kcal per mole): 93.0
Highest occupied orbital energy (eV): -10.129
Charge: +1
HOMO-LUMO gap (eV): 4.2
DFT total energy (eV): -35534.373

Structure (XYZ):
```
60
Properties=species:S:1:pos:R:3:forces:R:3:lowdin_charge:R:1
O 6.248411 1.106195 -2.400633 -1.3 -1.3 1.6 0.058
O 6.183350 -0.527895 -0.930087 -1.2 1.6 -1.0 0.054
N 5.630002 0.387948 -1.580024 3.2 -0.4 -0.5 -0.321
N -2.237002 0.514796 -1.541588 -0.2 -0.1 0.6 -0.082
C 0.060031 0.168568 3.398051 0.2 -0.9 0.3 -0.164
C -0.855043 -0.925479 3.555300 0.1 0.0 -0.3 0.029
C 3.490691 -0.159294 -0.492160 0.7 0.3 -0.5 0.010
C 0.545622 2.638024 3.246909 0.2 0.2 0.4 -0.001
C -0.481373 -1.186731 -1.588771 0.1 -0.3 0.0 -0.196
C -1.730044 1.761168 2.580275 -0.5 0.1 0.6 0.009
C 0.006219 1.242133 -1.135748 -1.0 -0.7 0.1 -0.030
C -0.370164 1.476231 3.100009 0.1 0.0 -0.3 -0.128
C -4.494749 0.340021 -2.282791 0.0 -0.3 0.0 -0.148
C 4.239521 0.629879 -1.391270 -2.1 0.2 0.2 -0.161
C -2.734811 1.880627 -1.500211 -0.2 0.1 -0.5 -0.164
C 0.383175 -1.501971 -2.644527 -0.1 0.1 0.0 -0.025
C 2.252127 1.848872 -1.993510 -0.6 -0.3 0.4 -0.019
C 2.124719 0.037945 -0.368799 -0.4 0.6 -0.4 -0.033
C 3.610460 1.640347 -2.142611 0.5 -0.4 0.4 0.015
C 1.451257 1.032657 -1.144401 1.5 -0.2 0.2 -0.224
C -0.897840 -2.209371 -0.720660 0.3 0.1 -0.2 -0.054
C -0.447560 -3.519681 -0.916106 0.0 0.2 0.0 -0.077
C -0.402216 -2.220416 3.768287 -0.3 0.2 0.0 -0.033
C 0.971148 -2.489008 3.848430 -0.1 0.4 -0.1 0.003
C 0.831391 -2.807154 -2.847417 -0.2 0.0 0.2 -0.056
C 1.454945 -0.138112 3.531069 -0.1 0.0 0.1 0.024
C 0.412692 -3.820675 -1.978508 0.0 0.1 -0.1 -0.074
C 1.893568 -1.439590 3.734772 0.1 0.4 -0.1 -0.029
C -0.909554 0.238680 -1.394100 0.9 0.9 0.2 -0.199
C -3.136463 -0.378003 -2.260789 -0.2 -0.3 -0.7 -0.141
C -4.242909 1.769798 -1.781726 0.0 0.2 0.2 -0.149
H 2.966222 -1.629411 3.810530 -0.4 0.0 0.0 0.127
H -2.530843 2.378129 -0.540081 0.0 -0.2 -0.2 0.100
H -4.539434 2.512144 -2.529684 0.0 -0.1 0.3 0.112
H 1.073622 2.849468 2.306274 -0.2 -0.1 -0.1 0.128
H 2.184355 0.670524 3.449300 -0.2 -0.4 0.0 0.124
H 1.761135 2.632853 -2.575100 0.2 -0.3 0.1 0.121
H 4.212194 2.231602 -2.829647 -0.2 -0.1 0.2 0.124
H 4.021481 -0.925722 0.071542 -0.2 0.2 -0.1 0.118
H -4.895861 0.338099 -3.300993 0.0 -0.1 0.3 0.112
H -0.012040 3.547036 3.504542 0.0 -0.3 -0.2 0.108
H -2.463594 0.983996 2.807270 0.2 0.1 -0.1 0.086
H -2.099653 2.708121 2.995193 0.1 -0.2 -0.2 0.111
H -1.541932 -1.964050 0.128110 0.1 -0.1 -0.3 0.112
H -0.337544 2.274653 -1.030921 0.1 -0.3 -0.3 0.096
H -2.265182 2.503434 -2.283259 0.1 -0.2 0.2 0.130
H -0.774464 -4.306163 -0.230223 0.1 0.2 -0.3 0.105
H -1.133022 -3.024782 3.872546 0.3 0.2 0.0 0.124
H 1.505722 -3.019384 -3.681501 -0.3 0.0 0.3 0.114
H 0.761622 -4.843594 -2.134451 -0.1 0.3 0.1 0.109
H 1.321347 -3.509653 4.011344 -0.1 0.3 -0.1 0.130
H 1.308468 2.480237 4.016760 -0.2 0.0 -0.2 0.099
H 0.718894 -0.696155 -3.298943 -0.1 -0.2 0.1 0.128
H -1.722105 1.875536 1.484646 0.4 -0.1 0.1 0.102
H 1.555836 -0.588570 0.323940 0.1 0.2 -0.3 0.107
H -1.927848 -0.732711 3.517579 0.4 -0.2 0.0 0.117
H -5.195198 -0.184264 -1.625246 0.0 0.1 -0.2 0.109
H -4.805905 1.953776 -0.860273 0.0 0.1 -0.3 0.106
H -2.793848 -0.531242 -3.301720 0.1 0.0 0.4 0.132
H -3.202039 -1.374422 -1.804199 0.1 0.4 0.0 0.115
```
Positions in Å, forces in eV/Å.



| no. | maximum force (eV Å⁻¹) |
| --- | --- |
| 1 | 2.76 |
| 2 | 1.96 |
| 3 | 0.52 |
| 4 | 3.31 |